(1)
{
  "formula": "CHN4",
  "method": "ωB97M-V/def2-TZVPD",
  "homo_energy_ev": -3.645,
  "lumo_energy_ev": 5.0,
  "total_charge": -1,
  "gap_ha": 0.3172,
  "species": ["C", "N", "N", "N", "N", "H"],
  "xyz": [[-0.359, 0.297, -0.033], [-0.989, 1.072, 0.758], [-1.124, 0.552, -1.539], [-1.964, 1.742, 0.092], [-1.976, 1.402, -1.164], [0.466, -0.368, 0.136]],
  "mulliken_charge": [-0.1347, -0.2953, -0.2822, -0.4416, -0.2305, 0.3843]
}

(2)
{
  "formula": "C25H42Cl3MnN4O3Si",
  "method": "ωB97M-V/def2-TZVPD",
  "homo_energy_ev": [-3.918, -3.915],
  "spin_multiplicity": 6,
  "lumo_energy_ev": [2.4, 2.4],
  "total_charge": -1,
  "gap_ha": [0.2323, 0.2322],
  "species": ["C", "C", "H", "H", "H", "C", "C", "H", "H", "H", "H", "Mn", "Cl", "Cl", "C", "O", "N", "C", "C", "H", "H", "H", "H", "H", "H", "H", "H", "H", "C", "C", "N", "H", "C", "O", "H", "H", "H", "H", "O", "C", "C", "C", "H", "C", "H", "C", "H", "C", "C", "H", "H", "H", "Si", "Cl", "C", "C", "C", "H", "H", "H", "H", "H", "H", "H", "H", "H", "N", "C", "C", "C", "N", "C", "C", "H", "H", "H", "H", "H", "H"],
  "xyz": [[4.029, -2.701, -2.040], [3.490, -2.075, -0.794], [4.963, -3.225, -1.830], [4.239, -1.948, -2.813], [3.311, -3.417, -2.449], [4.260, -1.501, 0.141], [5.747, -1.459, 0.073], [3.809, -0.948, 0.964], [6.103, -0.820, -0.751], [6.200, -2.455, -0.044], [6.136, -1.051, 1.013], [-3.148, -1.491, -1.480], [-3.405, -2.257, -3.529], [-0.877, -0.013, -1.419], [-2.653, -0.206, 2.591], [-2.303, 0.787, 1.950], [-2.414, -0.373, 3.914], [-1.722, 0.660, 4.656], [-2.716, -1.619, 4.596], [-3.205, -1.053, 2.137], [-1.763, 1.592, 4.087], [-0.671, 0.387, 4.831], [-2.204, 0.784, 5.633], [-3.412, -2.201, 3.981], [-3.169, -1.407, 5.572], [-1.809, -2.219, 4.763], [3.164, 2.347, -1.251], [3.985, 1.612, 1.110], [2.516, 3.071, -0.738], [3.314, 2.406, 1.479], [2.177, 2.542, 0.571], [1.600, 3.232, -1.308], [0.885, 2.686, 1.049], [-0.083, 2.953, 0.346], [2.962, 2.132, 2.480], [0.825, 2.515, 2.149], [3.077, 4.015, -0.631], [3.888, 3.346, 1.525], [1.807, -0.716, -1.614], [1.991, -1.870, -0.787], [1.456, -0.492, 1.275], [1.374, -1.699, 0.584], [1.759, 0.396, 0.717], [1.235, -0.472, 2.653], [1.509, -2.743, -1.243], [0.829, -2.825, 1.202], [1.409, 0.447, 3.216], [0.815, -1.636, 3.306], [0.562, -2.802, 2.568], [0.669, -3.712, 0.588], [0.698, -1.634, 4.393], [0.175, -3.700, 3.064], [0.789, -0.318, -2.836], [-2.479, -2.701, 0.108], [1.799, 1.185, -3.464], [-0.582, 0.265, -4.178], [0.939, -1.861, -3.960], [2.809, 1.207, -3.038], [1.297, 2.132, -3.229], [1.902, 1.120, -4.555], [1.876, -2.406, -3.808], [0.920, -1.566, -5.018], [0.104, -2.549, -3.781], [-1.449, -0.410, -4.213], [-0.129, 0.271, -5.177], [-0.952, 1.278, -3.983], [-6.533, 3.502, -0.331], [-5.687, 2.479, -0.592], [-6.155, 1.294, -1.205], [-5.277, 0.254, -1.431], [-3.967, 0.327, -1.061], [-3.497, 1.477, -0.506], [-4.316, 2.558, -0.263], [-7.516, 3.443, -0.549], [-6.208, 4.349, 0.115], [-7.196, 1.196, -1.504], [-5.561, -0.680, -1.930], [-2.445, 1.528, -0.261], [-3.900, 3.458, 0.194]],
  "mulliken_charge": [-1.6480, 0.4536, 0.4696, 0.2080, 0.3910, 0.4339, -1.8358, 0.3304, 0.2842, 0.4412, 0.3957, 0.3541, -0.6118, 0.2300, 0.2882, -0.5370, 0.2654, -0.9287, -0.8409, 0.0727, 0.2247, 0.2001, 0.4093, 0.2847, 0.3184, 0.2627, 0.2825, 0.2010, -1.0720, -0.8165, 0.3399, 0.2325, 0.2232, -0.5598, 0.2898, 0.2455, 0.3473, 0.3263, -0.7514, -0.6717, 0.4941, 0.5122, 0.7708, -0.6822, 0.5207, -0.6512, 0.1339, -0.7350, -0.8982, 0.4151, 0.5150, 0.3594, 1.3936, -0.5109, -1.2576, -1.7799, -1.2115, 0.1932, 0.2063, 0.4507, 0.2459, 0.4162, 0.2262, 0.3370, 0.4201, 0.2431, -0.4563, 1.2218, -0.8735, -0.1805, 0.1047, -0.4292, -0.6686, 0.1766, 0.1923, 0.2974, 0.3576, 0.2962, 0.3022]
}

(3)
{
  "formula": "C6H10O",
  "method": "ωB97M-V/def2-TZVPD",
  "homo_energy_ev": -8.200,
  "lumo_energy_ev": 0.9,
  "total_charge": 0,
  "smiles": "C[C@]12CCO[C@@H]1C2",
  "gap_ha": 0.3340,
  "species": ["C", "C", "C", "C", "O", "C", "C", "H", "H", "H", "H", "H", "H", "H", "H", "H", "H"],
  "xyz": [[1.443, -0.725, 0.084], [0.478, 0.367, -0.101], [-0.368, 0.411, 1.013], [-1.368, -0.840, 0.903], [-1.114, -1.164, -0.563], [-0.641, 0.117, -1.136], [0.627, 0.949, -1.321], [1.580, -0.915, -1.042], [1.100, -1.583, 0.661], [2.318, -0.271, 0.520], [0.173, 0.483, 1.906], [-0.626, 1.502, 0.827], [-2.447, -0.342, 1.047], [-1.072, -1.612, 1.509], [-1.595, 0.747, -0.974], [1.295, 0.831, -2.091], [0.217, 2.045, -1.243]],
  "mulliken_charge": [-1.3179, 1.2571, -1.2667, -0.4315, -0.4162, -0.4909, -0.6396, 0.2644, 0.2984, 0.3571, 0.4916, 0.3014, 0.2653, 0.4478, 0.3151, 0.3759, 0.1887]
}

(4)
{
  "formula": "C12H21N5O3",
  "method": "ωB97M-V/def2-TZVPD",
  "homo_energy_ev": -8.638,
  "lumo_energy_ev": 0.4,
  "total_charge": 0,
  "gap_ha": 0.3315,
  "species": ["C", "C", "C", "C", "C", "C", "C", "C", "C", "C", "C", "C", "H", "H", "H", "H", "H", "H", "H", "H", "H", "H", "H", "H", "H", "H", "H", "H", "H", "H", "H", "H", "H", "N", "N", "N", "N", "N", "O", "O", "O"],
  "xyz": [[-0.826, -0.082, 1.906], [-0.687, 0.755, 0.618], [-0.056, 0.282, 3.174], [-0.704, -0.281, 4.427], [-1.330, 0.304, 5.538], [-1.432, -1.874, 5.733], [-0.648, 1.307, -1.657], [-1.231, 0.581, -2.961], [0.800, 1.813, -1.861], [1.746, 0.732, -1.843], [1.481, -0.475, -2.778], [1.859, -0.500, -4.217], [-0.601, -1.854, 2.491], [0.429, -1.435, 1.208], [-1.876, 0.063, 1.913], [0.946, -0.037, 2.966], [0.232, 1.417, 3.303], [-1.547, 1.492, 5.614], [-1.748, -2.780, 6.086], [-2.335, -0.321, 7.195], [-0.799, -0.838, -0.906], [-1.170, 2.252, -1.474], [0.918, 2.231, -2.826], [0.921, 2.648, -1.086], [2.038, 0.537, -0.805], [2.749, 0.920, -2.215], [2.177, -1.156, -2.372], [0.415, -0.885, -2.731], [2.904, -0.303, -4.424], [1.117, 0.243, -4.809], [2.770, -2.494, -5.505], [0.414, -1.849, -4.958], [-1.128, 2.356, -3.689], [-0.595, -1.475, 1.466], [-0.573, -1.633, 4.548], [-1.774, -0.611, 6.384], [-0.751, 0.160, -0.660], [1.686, -2.018, -4.446], [-0.769, 2.027, 0.623], [-1.482, -0.650, -2.969], [-1.544, 1.434, -3.996]],
  "mulliken_charge": [0.3971, -0.2925, -0.8039, 0.7218, -0.3550, -0.5320, -0.4832, 0.4397, -0.8097, -0.7419, -0.5490, -0.5263, 0.4730, 0.3047, 0.2452, 0.3820, 0.3290, 0.2589, 0.5046, 0.2567, 0.3980, 0.5140, 0.4957, 0.3334, 0.3955, 0.4984, 0.3498, 0.2312, 0.4333, 0.1426, 0.2300, 0.2905, 0.4419, -0.7790, -0.6014, -0.0362, -0.0776, -0.6561, -0.7216, -0.5692, -0.5322]
}

(5)
{
  "formula": "C5H11NO",
  "method": "ωB97M-V/def2-TZVPD",
  "homo_energy_ev": -9.289,
  "lumo_energy_ev": 0.9,
  "total_charge": 0,
  "smiles": "CC(C)N(C)C=O",
  "gap_ha": 0.3736,
  "species": ["C", "C", "C", "N", "C", "C", "O", "H", "H", "H", "H", "H", "H", "H", "H", "H", "H", "H"],
  "xyz": [[-0.945, -1.465, -0.432], [-0.615, 0.024, -0.419], [-1.568, 0.793, 0.506], [0.802, 0.307, -0.131], [1.671, -0.558, 0.643], [1.315, 1.445, -0.671], [0.695, 2.238, -1.355], [-0.955, -1.894, 0.577], [-1.949, -1.596, -0.850], [-0.250, -2.040, -1.053], [-0.760, 0.422, -1.428], [-1.191, 1.800, 0.705], [-2.545, 0.897, 0.021], [-1.723, 0.275, 1.461], [1.312, -0.711, 1.667], [1.817, -1.535, 0.168], [2.651, -0.074, 0.706], [2.386, 1.587, -0.425]],
  "mulliken_charge": [-1.5311, 0.3743, -1.2792, 0.1694, -0.8800, 0.0788, -0.5709, 0.3446, 0.4085, 0.3865, 0.3160, 0.3701, 0.3393, 0.3111, 0.2850, 0.2932, 0.3126, 0.2718]
}

(6)
{
  "formula": "C18H54O9",
  "method": "ωB97M-V/def2-TZVPD",
  "homo_energy_ev": [-11.936, -11.936],
  "spin_multiplicity": 2,
  "lumo_energy_ev": [-2.3, -9.1],
  "total_charge": 1,
  "gap_ha": [0.3529, 0.1038],
  "species": ["C", "O", "H", "H", "H", "H", "C", "O", "H", "H", "H", "H", "C", "O", "H", "H", "H", "H", "C", "C", "C", "O", "H", "H", "H", "H", "H", "H", "H", "H", "C", "C", "C", "O", "H", "H", "H", "H", "H", "H", "H", "H", "C", "C", "C", "O", "H", "H", "H", "H", "H", "H", "H", "H", "C", "C", "C", "O", "H", "H", "H", "H", "H", "H", "H", "H", "C", "C", "C", "O", "H", "H", "H", "H", "H", "H", "H", "H", "O", "H", "H"],
  "xyz": [[-3.465, -1.447, -0.023], [-2.711, -0.379, -0.521], [-3.014, -2.351, -0.434], [-3.452, -1.395, 1.065], [-4.478, -1.254, -0.374], [-1.893, -0.508, -0.034], [4.060, -2.399, -0.711], [3.236, -2.920, -1.739], [4.992, -2.034, -1.143], [3.598, -1.591, -0.144], [4.361, -3.182, -0.015], [3.765, -2.778, -2.528], [0.606, -0.247, 0.102], [-0.396, -0.789, 0.934], [1.286, -1.062, -0.148], [0.128, 0.234, -0.751], [1.115, 0.517, 0.690], [0.061, -1.049, 1.738], [3.298, 3.523, -0.755], [3.627, 1.994, -0.857], [4.850, 1.701, -1.658], [3.811, 1.445, 0.410], [2.813, 3.918, -1.648], [4.220, 4.103, -0.707], [2.597, 3.693, 0.062], [2.777, 1.561, -1.385], [5.821, 2.069, -1.326], [4.704, 2.159, -2.636], [4.849, 0.626, -1.839], [4.016, 2.142, 1.038], [-1.985, 2.673, 0.464], [-2.526, 2.230, 1.837], [-3.108, 3.362, 2.607], [-3.655, 1.413, 1.522], [-1.450, 1.907, -0.097], [-1.303, 3.513, 0.597], [-2.712, 3.102, -0.226], [-1.779, 1.673, 2.401], [-2.399, 4.185, 2.685], [-3.434, 3.270, 3.643], [-3.973, 3.927, 2.260], [-3.566, 1.010, 0.655], [-0.545, -3.422, 5.644], [-0.033, -2.117, 6.223], [1.204, -2.334, 7.067], [0.048, -1.284, 5.122], [0.232, -3.986, 5.129], [-1.400, -3.418, 4.969], [-0.955, -4.109, 6.385], [-0.772, -1.665, 6.886], [0.886, -3.066, 7.810], [1.560, -1.381, 7.459], [2.111, -2.625, 6.537], [0.386, -1.862, 4.435], [-0.436, -2.349, -2.386], [-1.261, -2.975, -3.451], [-1.290, -2.246, -4.757], [-1.006, -4.338, -3.789], [-0.580, -1.270, -2.443], [0.620, -2.572, -2.540], [-0.638, -2.753, -1.394], [-2.230, -2.989, -2.952], [-1.992, -2.723, -5.441], [-0.319, -2.248, -5.254], [-1.633, -1.227, -4.577], [-1.734, -4.688, -4.308], [-0.491, 2.122, -2.839], [-1.396, 2.724, -3.870], [-2.425, 3.578, -3.242], [-0.579, 3.455, -4.787], [0.037, 2.832, -2.201], [0.287, 1.523, -3.312], [-0.931, 1.394, -2.157], [-1.865, 1.947, -4.473], [-2.035, 4.294, -2.518], [-3.072, 3.005, -2.577], [-3.018, 4.238, -3.875], [-0.605, 4.320, -4.373], [0.594, -2.631, 2.523], [0.438, -3.143, 1.729], [1.548, -2.575, 2.588]],
  "mulliken_charge": [-0.7788, -0.4728, 0.1828, 0.3890, 0.2770, 0.5289, -0.4741, -0.4456, 0.3359, 0.0630, 0.2255, 0.3107, -0.1311, -0.5949, 0.0576, -0.4034, 0.6097, 0.2949, -1.5450, 1.2164, -1.3439, -0.5107, 0.3631, 0.4179, 0.4132, -0.2129, 0.3396, 0.3714, 0.2121, 0.3093, -1.3112, 0.9912, -1.6317, -0.1530, 0.1034, 0.5105, 0.4237, 0.2896, 0.3888, 0.4079, 0.4019, 0.4192, -1.3310, 0.5540, -1.3298, -0.4560, 0.3371, 0.3416, 0.4033, 0.2687, 0.3621, 0.3349, 0.3043, 0.2633, -0.2798, 0.4506, -1.2317, -0.5765, -0.2294, 0.3902, 0.2058, 0.0470, 0.4516, 0.2998, 0.1854, 0.3402, -0.4054, 0.2509, -1.4829, -0.5477, 0.3006, 0.4677, -0.2400, 0.2300, 0.3940, 0.3290, 0.4368, 0.3729, -0.6454, 0.2666, 0.3222]
}

We obtain relative energy (zero: lowest compared OMol25 entry of this formula, charge and spin) values of 227.00, 132.28, 644.45, 986.42, 51.26, 177.36 kJ/mol for the records listed above, in that order.